Computed, not measured: 2 unconnected molecules or ions with the total composition C2H5NO3S in a non-equilibrium geometry, with ωB97M-V with the def2-TZVPD basis set.

## Properties
highest occupied orbital energy: -9.538 eV
Kohn-Sham gap: 8.72 eV

The geometry in XYZ format:
```
12
C2H5NO3S, DFT ωB97M-V with the def2-TZVPD basis set
C -0.595 1.132 1.027
C -1.534 0.330 1.408
N 1.157 -0.832 -1.342
O 0.297 -3.164 -1.649
O -0.424 1.585 -0.265
O 2.249 -0.096 -0.871
S 1.361 -2.264 -1.917
H -1.233 1.238 -0.802
H -0.006 1.775 1.593
H -1.853 -0.499 0.925
H -1.432 -0.007 2.440
H 2.012 0.802 -0.547
```

Computed, not measured: 2 unconnected molecules or ions with the total composition C5H11NO in a non-equilibrium geometry, with ωB97M-V with the def2-TZVPD basis set.

## Properties
highest occupied orbital energy: -8.126 eV
Kohn-Sham gap: 9.02 eV

The geometry in XYZ format:
```
18
C5H11NO, DFT ωB97M-V with the def2-TZVPD basis set
C 1.992 -1.178 -0.315
N -0.556 -1.673 1.081
C 0.179 -0.506 1.332
C 1.274 -0.213 0.628
C 0.013 0.808 3.383
C -0.452 0.556 2.161
H 1.944 -2.207 0.070
H 3.050 -0.985 -0.446
H 1.367 -1.146 -1.217
H -0.101 -2.244 0.406
H -0.955 -2.157 1.867
H 1.944 0.635 0.714
H 0.911 0.330 3.727
H -0.468 1.606 3.936
H -1.216 1.104 1.631
H -2.122 1.173 -6.443
H -2.152 2.077 -5.299
O -1.979 2.081 -6.236
```

Computed, not measured: 2 unconnected molecules or ions with the total composition C2H3BrFNO2 in a non-equilibrium geometry, with ωB97M-V with the def2-TZVPD basis set.

## Properties
highest occupied orbital energy (spin up / spin down): -8.589 / -9.495 eV
Kohn-Sham gap (spin up / spin down): 7.81 / 9.25 eV

The geometry in XYZ format:
```
10
C2H3BrFNO2, DFT ωB97M-V with the def2-TZVPD basis set
C -0.815 1.029 0.470
C -0.145 0.312 -0.656
N 0.964 -1.770 0.153
O 0.267 -2.578 0.594
O 2.103 -1.643 -0.025
F -0.918 -0.187 -1.668
Br 1.505 1.031 -1.126
H -0.111 1.410 1.137
H -1.301 1.952 0.284
H -1.549 0.445 0.838
```

Computed, not measured: 2 unconnected molecules or ions with the total composition C3H5NO2 in a non-equilibrium geometry, with ωB97M-V with the def2-TZVPD basis set.

## Properties
highest occupied orbital energy (spin up / spin down): -7.379 / -7.853 eV
Kohn-Sham gap (spin up / spin down): 6.70 / 6.95 eV

The geometry in XYZ format:
```
11
C3H5NO2, DFT ωB97M-V with the def2-TZVPD basis set
C -0.035 -1.626 -1.002
C -0.235 -1.196 0.246
C -0.339 0.193 0.570
N 1.369 1.884 1.059
O -0.732 1.069 -0.391
O 0.962 2.699 0.306
H 0.093 -2.640 -1.462
H 0.161 -0.914 -1.810
H -0.276 -1.727 1.218
H -0.695 0.370 1.553
H -0.272 1.889 -0.287
```

Computed, not measured: a molecular structure, C2H27O12V in a non-equilibrium geometry, with ωB97M-V with the def2-TZVPD basis set.

## Properties
expectation value of S²: 3.76
spin multiplicity: 4
highest occupied orbital energy (spin up / spin down): -12.624 / -12.848 eV
total charge: +1
Kohn-Sham gap (spin up / spin down): 7.48 / 7.68 eV

The geometry in XYZ format:
```
42
C2H27O12V, DFT ωB97M-V with the def2-TZVPD basis set
V -2.363 -3.348 -0.895
C -0.232 0.410 0.272
C -1.206 -0.738 0.357
O -0.913 -1.940 -0.310
H -0.244 0.823 -0.734
H 0.778 0.152 0.587
H -0.618 1.147 0.973
H -2.181 -0.353 -0.009
H -1.420 -0.985 1.408
O 2.744 1.093 2.778
H 3.002 0.581 1.996
H 3.336 1.851 2.782
O -3.884 -2.577 0.426
H -4.639 -3.175 0.538
H -3.896 -2.009 1.211
O -1.242 1.839 -3.054
H -0.939 2.491 -3.696
H -1.274 2.321 -2.215
O 0.208 -0.869 -2.882
H -0.062 0.049 -3.035
H 0.035 -1.012 -1.938
O 1.999 -2.719 -0.192
H 2.499 -1.909 -0.010
H 1.080 -2.432 -0.287
O -2.851 -1.924 -2.425
H -3.581 -2.010 -3.052
H -2.484 -1.034 -2.562
O 0.111 3.698 0.058
H 0.232 3.734 1.011
H 0.900 3.236 -0.279
O 3.627 -0.377 0.547
H 4.286 -0.919 1.005
H 3.978 -0.270 -0.346
O 1.961 2.298 -1.344
H 2.134 2.918 -2.063
H 1.960 1.430 -1.764
O -1.454 2.144 3.504
H -0.838 2.870 3.648
H -0.965 1.509 2.971
O 0.809 -1.905 2.721
H 0.177 -2.454 2.262
H 1.427 -1.636 2.033
```

Computed, not measured: 2 unconnected molecules or ions with the total composition C3H11NO2S2 in a non-equilibrium geometry, with ωB97M-V with the def2-TZVPD basis set.

## Properties
highest occupied orbital energy: -9.242 eV
Kohn-Sham gap: 9.55 eV

The geometry in XYZ format:
```
19
C3H11NO2S2, DFT ωB97M-V with the def2-TZVPD basis set
N -1.025 1.317 0.197
C -0.019 0.354 -0.343
C -0.471 -0.394 -1.592
O -1.689 -1.057 -1.315
C 1.267 1.101 -0.674
S 2.650 1.120 0.527
S 3.015 -0.715 1.313
H -1.920 0.827 0.177
H -1.187 2.192 -0.278
H 0.209 -0.371 0.437
H -0.548 0.336 -2.407
H 0.284 -1.151 -1.911
H -1.699 -1.439 -0.423
H 1.005 2.155 -0.396
H 1.526 1.034 -1.723
H 2.066 -0.813 2.303
H -0.379 -1.352 1.981
H -1.872 -1.338 2.325
O -1.211 -1.806 1.803
```

Computed, not measured: C12H16P2 in the gas phase in a non-equilibrium geometry, with ωB97M-V with the def2-TZVPD basis set.

## Properties
highest occupied orbital energy (spin up / spin down): -7.418 / -7.488 eV
Kohn-Sham gap (spin up / spin down): 6.61 / 7.21 eV

The geometry in XYZ format:
```
30
C12H16P2, DFT ωB97M-V with the def2-TZVPD basis set
C 3.143 0.146 -0.139
C 0.968 -0.329 0.443
C -0.462 -0.259 0.729
C 2.008 0.685 0.318
C 1.535 -1.520 0.184
C -2.138 -1.775 -0.927
C 2.913 -1.358 -0.321
C -3.184 -0.594 -0.793
C -2.785 0.648 0.153
C -1.259 0.875 0.153
C 1.900 2.040 0.847
C -0.768 1.233 -1.217
P 0.528 -3.012 0.069
P -1.185 -1.875 0.529
H 4.083 0.610 -0.289
H 3.078 -1.757 -1.344
H 3.615 -1.805 0.231
H -3.251 -0.255 -1.766
H -4.001 -1.008 -0.338
H -3.339 1.559 -0.283
H -3.010 0.509 1.281
H -1.071 1.751 0.730
H 2.298 2.702 0.133
H 2.500 2.235 1.839
H 0.880 2.328 0.968
H 0.243 1.355 -1.214
H -1.293 2.155 -1.515
H -1.138 0.382 -1.822
H 0.641 -3.439 1.348
H -1.450 -2.225 2.012
```

Computed, not measured: C8H13FO in the gas phase in a non-equilibrium geometry, with ωB97M-V with the def2-TZVPD basis set.

## Properties
highest occupied orbital energy: -9.677 eV
Kohn-Sham gap: 10.57 eV

The geometry in XYZ format:
```
23
C8H13FO, DFT ωB97M-V with the def2-TZVPD basis set
C -1.134 0.410 0.765
C -0.543 0.024 -1.622
C -0.684 -1.398 -1.103
C -0.176 -0.222 -0.217
C -2.280 1.256 0.169
C 1.785 -1.168 1.192
C 1.861 1.238 0.402
C 1.479 -0.179 0.064
O -0.939 0.374 1.965
F 2.075 -0.526 -1.140
H 0.174 0.087 -2.462
H -1.313 0.564 -2.003
H -1.761 -1.721 -0.991
H -0.020 -2.173 -1.379
H -2.937 0.587 -0.436
H -1.890 2.022 -0.380
H -2.780 1.542 1.094
H 1.381 -0.896 2.128
H 2.812 -1.308 1.387
H 1.242 -2.112 0.893
H 2.793 1.629 0.115
H 1.077 1.878 -0.155
H 1.843 1.433 1.476
```

The records above give, respectively, energy above the lowest of the compared OMol25 structures with the same formula, charge and spin values of 557.4 230.8 222.0 579.5 4.0 65.9 387.5 120.0 kJ/mol.
The records above give, respectively, calculated total energy values of -20617.757 -8899.305 -80462.056 -8771.689 -52762.819 -30544.311 -31273.704 -13269.943 eV.